No. 1
{
  "formula": "C6H7F",
  "method": "ωB97M-V/def2-TZVPD",
  "relative_energy_kcal_mol": 67.90,
  "total_energy_ha": -332.5413,
  "e_homo_ev": -8.64,
  "gap_ev": 9.2573,
  "e_lumo_ev": 0.62,
  "smiles": "F[C@@H]1C2=CCC[C@H]21",
  "species": ["F", "C", "C", "C", "C", "C", "C", "H", "H", "H", "H", "H", "H", "H"],
  "positions_angstrom": [[-3.5530, -0.0442, -0.1253], [-2.3314, -0.0108, 0.4270], [-1.2902, 0.9163, -0.1206], [-0.0631, 1.5338, -0.0925], [1.0263, 0.4498, -0.2518], [0.2806, -0.8540, 0.0573], [-1.1748, -0.5244, -0.4863], [-2.2529, -0.3496, 1.4709], [0.2892, 2.5366, 0.0787], [1.4081, 0.2127, -1.3371], [1.9506, 0.6172, 0.3638], [0.8708, -1.6781, -0.3412], [0.0826, -1.1361, 1.1150], [-1.6130, -0.8266, -1.3769]],
  "forces_ev_per_angstrom": [[-0.59, -0.02, 0.10], [2.41, -0.41, -0.23], [1.61, 0.77, -0.46], [-0.86, -1.72, 0.06], [0.78, -0.58, -1.57], [-1.57, -0.64, 0.47], [0.96, 0.39, 2.83], [-0.50, 0.74, -0.27], [-0.62, 0.34, 0.46], [-0.54, 1.18, 1.62], [-0.96, 0.07, -0.43], [-0.61, -0.33, -0.39], [0.64, 0.69, -0.22], [-0.16, -0.48, -1.96]],
  "nbo_charge": [-0.33, 0.23, -0.09, -0.13, -0.45, -0.40, -0.31, 0.19, 0.21, 0.21, 0.22, 0.22, 0.20, 0.23]
}

No. 2
{
  "formula": "C6H7F3Se",
  "method": "ωB97M-V/def2-TZVPD",
  "total_energy_ha": -2933.7140,
  "e_homo_ev": -7.84,
  "gap_ev": 8.4744,
  "e_lumo_ev": 0.64,
  "species": ["C", "C", "C", "C", "C", "C", "F", "F", "F", "Se", "H", "H", "H", "H", "H", "H", "H"],
  "positions_angstrom": [[-1.8415, 0.4641, 0.5040], [-2.0602, -0.4888, -0.4118], [-0.4452, 0.8598, 0.8166], [-1.0144, -1.2332, -1.1323], [0.5867, -0.2982, 0.9792], [2.4123, 0.5076, -0.0558], [2.4771, 1.8163, -0.1007], [3.6063, 0.1255, 0.5325], [2.2428, -0.0768, -1.1990], [0.3851, -1.8516, 0.0529], [-2.5395, 1.1678, 1.0582], [-3.1072, -0.7844, -0.8266], [0.0073, 1.2818, -0.2077], [-0.3106, 1.5765, 1.6240], [-1.3035, -2.1256, -1.6634], [-0.4229, -0.5581, -1.7888], [1.3275, -0.3826, 1.8186]],
  "forces_ev_per_angstrom": [[-0.36, 0.72, 0.53], [-3.19, -0.22, -0.65], [2.81, -0.47, -2.32], [1.66, 1.00, -0.07], [3.84, 2.37, -0.08], [-1.83, -1.67, 4.14], [-0.24, 1.04, -0.93], [-0.94, -0.25, -0.78], [0.95, 0.24, -1.85], [-0.26, -1.74, 0.49], [0.13, -1.57, -1.19], [1.63, 0.86, 1.30], [-1.21, -0.06, 2.20], [-0.16, 0.06, -0.21], [-0.46, 0.04, -0.24], [-0.65, -0.34, -0.07], [-1.71, -0.02, -0.26]],
  "nbo_charge": [-0.19, -0.20, -0.50, -0.61, -0.46, 0.90, -0.33, -0.37, -0.33, 0.44, 0.23, 0.22, 0.24, 0.24, 0.25, 0.24, 0.26]
}

No. 3
{
  "formula": "C6H7FIN",
  "method": "ωB97M-V/def2-TZVPD",
  "relative_energy_kcal_mol": 69.67,
  "total_energy_ha": -684.9755,
  "e_homo_ev": [-8.00, -9.21],
  "gap_ev": [7.6911, 8.9026],
  "e_lumo_ev": [-0.31, -0.31],
  "species": ["C", "C", "C", "C", "C", "C", "N", "F", "I", "H", "H", "H", "H", "H", "H", "H"],
  "positions_angstrom": [[1.6983, -0.6223, 0.0921], [0.5211, -1.2631, -0.1842], [2.0158, 0.7283, -0.2989], [-0.5883, -0.6373, -0.9413], [-1.1190, 0.5353, -0.2229], [-1.5205, 0.4186, 1.2072], [1.2472, 1.6812, -0.3858], [-1.6021, -1.5835, -1.1447], [-1.7474, 2.2372, -1.2301], [2.6125, -1.1403, 0.5227], [0.3651, -2.2541, 0.3494], [3.0622, 0.9881, -0.5828], [-0.0750, -0.3101, -1.9349], [-1.3619, -0.6123, 1.4474], [-2.5535, 0.6520, 1.4588], [-0.9544, 1.1822, 1.8480]],
  "forces_ev_per_angstrom": [[0.03, -2.49, -0.01], [2.13, -0.63, 2.40], [1.38, 0.23, -0.75], [1.09, 0.82, -1.57], [-0.32, 1.33, 0.14], [0.63, 1.37, 0.41], [-1.52, 0.93, 0.01], [0.27, 0.11, -0.25], [-0.23, -0.31, -0.12], [-1.66, 0.30, -0.23], [0.11, 1.12, -1.21], [-0.16, -0.39, 0.31], [-1.48, -0.55, 1.23], [0.33, -0.47, 0.92], [-0.28, -0.01, -0.57], [-0.33, -1.36, -0.71]],
  "nbo_charge": [-0.26, -0.16, -0.08, 0.02, -0.04, -0.73, -0.20, -0.36, 0.21, 0.23, 0.24, 0.21, 0.21, 0.22, 0.24, 0.24]
}

No. 4
{
  "formula": "C6H7FO",
  "method": "ωB97M-V/def2-TZVPD",
  "relative_energy_kcal_mol": 168.36,
  "total_energy_ha": -407.6503,
  "e_homo_ev": [-8.53, -8.53],
  "gap_ev": [7.6794, 7.6788],
  "e_lumo_ev": [-0.85, -0.85],
  "species": ["C", "C", "C", "C", "C", "C", "O", "F", "H", "H", "H", "H", "H", "H", "H"],
  "positions_angstrom": [[0.7961, 1.0989, 2.0024], [1.5085, 0.1018, 1.3870], [0.1201, 2.1017, 1.1930], [0.2541, -0.6128, -0.4865], [1.5456, 0.0329, -0.1133], [-1.9324, -0.2974, -1.1723], [-0.6920, 0.2630, -0.6596], [-1.0230, 2.5192, 1.9338], [0.8797, 1.1436, 3.0783], [2.1614, -0.4818, 1.9131], [1.6725, 1.1534, -0.3153], [2.3205, -0.4797, -0.5067], [-2.7775, 0.0165, -0.3899], [-1.7954, -1.4122, -1.4801], [-2.2570, 0.1437, -2.1970]],
  "forces_ev_per_angstrom": [[0.79, -1.30, -0.72], [-1.16, 3.11, -0.99], [-1.80, 0.56, 1.71], [-0.54, -0.32, -1.05], [-2.38, 3.63, 1.80], [-2.20, -0.19, -0.71], [-0.05, -0.64, -0.79], [2.10, -0.73, -1.20], [-0.49, 0.23, 0.26], [1.20, -1.76, 1.58], [-0.57, -1.29, -0.58], [2.50, -1.93, -0.95], [1.84, -1.24, -1.72], [-0.26, 1.82, 1.49], [1.01, 0.03, 1.87]],
  "nbo_charge": [-0.46, 0.01, 0.40, 0.27, -0.62, -0.28, -0.49, -0.39, 0.23, 0.20, 0.25, 0.23, 0.21, 0.22, 0.20]
}